# C27H29BrN4S4Tb

A molecular structure, C27H29BrN4S4Tb (ωB97M-V with the def2-TZVPD basis set, OMol25).

Element x y z (Å)
H 4.02894 -1.49861 3.12865
H -6.68393 -1.75553 1.02554
H 2.25279 4.06552 -2.02800
H -4.89089 -1.02768 -0.54145
C -0.74215 0.09968 -2.35639
N -3.55849 -0.54858 0.94997
C -5.73785 -1.40045 1.40800
H -1.26991 -1.05683 0.21917
H 1.90720 4.47011 -0.34472
N 1.29426 -1.51147 1.23154
H 3.11577 2.49667 -0.44963
S 0.53655 -0.77894 -1.48421
H 0.02087 4.69441 -2.08027
N -1.21039 2.45453 0.10141
C 0.51795 -3.73778 0.84827
C -4.25292 -0.87934 3.21458
C -0.57588 -1.75912 -0.24424
C 1.68925 3.76079 -1.14347
H -0.04419 2.95005 -2.11482
H -0.47490 1.96752 -5.17952
H 1.62552 -5.30740 1.80159
H -1.12832 -2.51149 -0.80104
C -0.93500 1.47762 -4.33179
H 2.80218 5.07740 1.84661
S 1.58487 0.55871 -3.45936
C 0.20200 3.80172 -1.48080
C 4.79103 1.76531 2.00755
C 0.41062 -2.36301 0.67595
H 2.14656 1.83785 -1.59578
H -2.92827 2.08129 -4.81151
C 2.31791 -2.01217 1.94133
H -1.82460 2.58021 0.90231
H -1.58427 4.46894 -0.48333
H 5.18718 5.01610 1.16056
H -1.80412 2.12142 -0.65621
H -6.23593 -1.64109 3.48569
C 2.45452 -3.36436 2.19104
H 6.44114 2.88733 1.23615
S 2.57568 0.43320 3.11140
C 1.53331 -4.24233 1.63564
H -4.00676 -0.81091 4.26408
C 4.69082 4.10949 1.48123
Br -1.59830 0.16479 2.78774
C 5.40031 2.91566 1.52905
C -0.13625 0.76668 -3.43917
Tb 0.74378 0.99134 0.80773
C -3.35323 -0.51038 2.23712
C -2.30332 1.53935 -4.11272
C 2.69686 2.98511 2.25186
H 3.27508 -3.72617 2.79419
H -3.95519 0.95534 -2.87110
C 3.35707 4.14827 1.85144
H -0.20691 4.22624 0.59341
C 3.44814 1.80094 2.36032
C -2.88528 0.89538 -3.02651
S 0.97536 2.98545 2.61518
C -2.11001 0.14617 -2.14513
C -4.74346 -0.99568 0.53208
H 3.96312 -0.71337 1.53474
N 2.13810 2.40532 -0.72394
H -0.19472 -4.39207 0.36587
H -2.58282 -0.38257 -1.32828
C 3.37341 -1.04240 2.39137
H 5.37838 0.86373 2.12442
C -5.48480 -1.33767 2.76911
C -0.73065 3.82281 -0.27058

Forces on atoms 1 to 3 (eV/Å):
H 0.1 0.0 -0.1
H 0.0 0.0 0.0
H 0.1 0.0 0.0

## Properties
Energy relative to the best compared isomer or geometry (same formula, charge and spin)   3.472 eV
Expectation value of S²   12.08
Net charge   +1
Strongest force on any atom   0.0192 Eh/bohr
Multiplicity   7
Orbital gap (alpha / beta)   5.2 / 6.6 eV
HOMO level (alpha / beta)   -0.346 / -0.346 Ha